{
  "formula": "C17H12N2O4S",
  "method": "the ωB97M-V functional and the def2-TZVPD basis",
  "homo_ev": -8.739,
  "homo_lumo_gap_ev": 8.61,
  "elements": ["C", "O", "C", "O", "C", "C", "C", "C", "C", "S", "C", "N", "C", "N", "C", "C", "O", "C", "C", "C", "C", "C", "C", "O", "H", "H", "H", "H", "H", "H", "H", "H", "H", "H", "H", "H"],
  "coordinates": [[-3.0220, 1.6432, -0.0231], [-1.6255, 1.5708, 0.2176], [-0.8553, 2.3327, -0.5752], [-1.2810, 3.0453, -1.4508], [0.5622, 2.1970, -0.2444], [1.6649, 2.7852, -0.8187], [2.7815, 2.2872, -0.1243], [2.2891, 1.4311, 0.8293], [2.9717, 0.5440, 1.7968], [3.9124, -0.7680, 0.8929], [2.6673, -1.2859, -0.2450], [3.0643, -1.5377, -1.4823], [2.1673, -1.8677, -2.3964], [0.8625, -1.9528, -2.2375], [0.4408, -1.7310, -0.9979], [1.3201, -1.4225, 0.0683], [0.6597, -1.2954, 1.2433], [-0.6589, -1.4854, 0.9572], [-1.7089, -1.4340, 1.8563], [-2.9776, -1.6599, 1.3553], [-3.1964, -1.9293, 0.0044], [-2.1500, -1.9825, -0.8928], [-0.8668, -1.7581, -0.4087], [0.9499, 1.3749, 0.7558], [-3.2764, 1.0874, -0.9278], [-3.3299, 2.6835, -0.1473], [-3.5033, 1.1945, 0.8419], [1.6531, 3.4780, -1.6342], [3.8121, 2.5156, -0.3020], [3.7367, 1.0691, 2.3659], [2.2508, 0.0742, 2.4631], [2.5527, -2.0677, -3.3861], [-1.5366, -1.2219, 2.8988], [-3.8217, -1.6270, 2.0279], [-4.2055, -2.0977, -0.3406], [-2.3032, -2.1893, -1.9398]],
  "forces_ev_per_angstrom": [[-0.36, 0.20, -0.20], [0.42, -0.05, 0.14], [-0.32, -0.02, 0.01], [0.16, -0.07, 0.07], [0.64, 0.56, -0.63], [-0.87, -0.29, 0.25], [-0.18, -0.39, 0.56], [0.59, 0.59, -0.38], [-0.02, -0.55, -0.21], [-0.09, 0.09, 0.23], [-0.19, 0.14, 0.59], [0.42, 0.08, 0.11], [0.11, -0.07, -0.25], [-0.67, -0.08, -0.02], [0.91, 0.20, 0.56], [-0.19, -0.33, -1.35], [0.33, -0.03, 0.50], [-0.66, -0.23, -0.82], [0.27, 0.05, 0.11], [0.09, -0.01, 0.05], [-0.15, -0.04, -0.14], [0.13, 0.04, 0.10], [-0.19, 0.09, 0.58], [-0.21, -0.06, 0.27], [0.00, 0.03, 0.07], [-0.02, -0.12, 0.04], [0.04, 0.00, -0.05], [-0.08, 0.15, -0.18], [0.24, -0.01, -0.02], [-0.07, 0.01, 0.03], [0.08, 0.17, 0.06], [0.03, -0.03, -0.10], [0.00, 0.03, 0.13], [-0.06, 0.00, 0.07], [-0.09, -0.02, -0.03], [-0.05, -0.03, -0.12]]
}